*i*
The following is a DFT calculation (ωB97M-V with the def2-TZVPD basis set) of one molecule with the formula C5H8.

CARTESIAN COORDINATES (ANGSTROEM)
1 C -0.4994 1.0363 -0.7222
2 C 0.8194 0.9005 -0.5938
3 C 1.1831 -0.3453 0.1829
4 C -0.1674 -0.7475 0.8121
5 C -1.2319 -0.1432 -0.1201
6 H -0.9946 1.8592 -1.2310
7 H 1.5639 1.5715 -1.0148
8 H 1.5741 -1.1257 -0.4863
9 H 1.9568 -0.1591 0.9367
10 H -0.2908 -1.8262 0.9464
11 H -0.2537 -0.2723 1.7962
12 H -1.5016 -0.8546 -0.9150
13 H -2.1579 0.1065 0.4091

* LUMO level: 0.0462 Eh
* HOMO-LUMO gap: 0.38050 Ha
* highest occupied orbital energy: -9.10 eV
* molecular weight: 68.12 g mol⁻¹
* structure (SMILES): C1=CCCC1
* 2S+1: 1

Löwdin atomic charge list, values in e, 5 entries:
1 C -0.110
2 C -0.113
3 C -0.198
4 C -0.201
5 C -0.202

=====

*ii*
The following is a DFT calculation (ωB97M-V with the def2-TZVPD basis set) of one molecule with the formula C5H8.

CARTESIAN COORDINATES (ANGSTROEM)
1 C -0.5009 0.9112 -0.8409
2 C 0.8186 0.7450 -0.8059
3 C 1.1874 -0.2978 0.2200
4 C -0.1768 -0.6608 0.8728
5 C -1.2316 -0.2018 -0.1460
6 H -1.0198 1.8145 -1.0750
7 H 1.5643 1.3488 -1.3192
8 H 1.7205 -1.1698 -0.1719
9 H 1.8588 0.1928 0.9377
10 H -0.2582 -1.7209 1.1199
11 H -0.3084 -0.0907 1.8012
12 H -1.4672 -1.0021 -0.8650
13 H -2.1866 0.1316 0.2722

* LUMO level: 0.0451 Eh
* HOMO-LUMO gap: 0.37244 Ha
* highest occupied orbital energy: -8.91 eV
* molecular weight: 68.12 g mol⁻¹
* structure (SMILES): C1=CCCC1
* 2S+1: 1

Löwdin atomic charge list, values in e, 5 entries:
1 C -0.120
2 C -0.107
3 C -0.194
4 C -0.190
5 C -0.203

=====

*iii*
The following is a DFT calculation (ωB97M-V with the def2-TZVPD basis set) of one molecule with the formula C5H8.

CARTESIAN COORDINATES (ANGSTROEM)
1 C -2.5801 -0.8372 -0.3113
2 C -1.2998 -0.1346 -0.2153
3 C -0.2389 0.4325 -0.1329
4 C 1.0902 1.0416 -0.0066
5 C 2.1439 0.0051 0.3982
6 H -3.4210 -0.1630 -0.1187
7 H -2.7154 -1.2691 -1.3083
8 H -2.6274 -1.6537 0.4170
9 H 1.3731 1.5083 -0.9580
10 H 1.0566 1.8488 0.7356
11 H 1.8792 -0.4569 1.3542
12 H 3.1312 0.4675 0.4978
13 H 2.2084 -0.7893 -0.3517

* LUMO level: 0.0398 Eh
* HOMO-LUMO gap: 0.38422 Ha
* highest occupied orbital energy: -9.37 eV
* molecular weight: 68.12 g mol⁻¹
* structure (SMILES): CC#CCC
* 2S+1: 1

Löwdin atomic charge list, values in e, 5 entries:
1 C -0.116
2 C -0.089
3 C -0.061
4 C -0.272
5 C -0.117

=====

*iv*
The following is a DFT calculation (ωB97M-V with the def2-TZVPD basis set) of a 2-piece molecular cluster, C5H8 overall.

CARTESIAN COORDINATES (ANGSTROEM)
1 C 0.6374 1.0769 -0.1867
2 C -0.6605 1.0240 -0.5875
3 C -1.3378 -0.2529 -0.1448
4 C -0.4047 -0.6714 1.0469
5 C 0.8721 0.0192 0.6389
6 H -1.2229 1.8475 -1.0256
7 H -1.3672 -1.0503 -0.8993
8 H -2.3749 -0.0491 0.1478
9 H -0.2466 -1.7528 1.1388
10 H -0.8269 -0.3234 1.9982
11 H 1.8519 -0.4199 0.8304
12 H 2.3179 0.5702 -1.4043
13 H 2.7621 -0.0180 -1.5528

* LUMO level (spin up / spin down): -0.0168 / -0.0218 Eh
* HOMO-LUMO gap (spin up / spin down): 0.29308 / 0.26780 Ha
* highest occupied orbital energy (spin up / spin down): -8.43 / -7.88 eV
* molecular weight: 68.12 g mol⁻¹
* structure (SMILES): C1=CCCC=1.[H][H]
* 2S+1: 1

Löwdin atomic charge list, values in e, 5 entries:
1 C -0.120
2 C -0.090
3 C -0.172
4 C -0.170
5 C -0.120

=====

Ranked by calculated energy, most stable first: *i*, *ii*, *iii*, *iv*.

=====

*i*
The following is a DFT calculation (ωB97M-V with the def2-TZVPD basis set) of an isolated ion of composition CH7N4O and charge +1.

CARTESIAN COORDINATES (ANGSTROEM)
1 N -1.4963 -0.7876 1.2498
2 O -0.9417 0.3724 1.1441
3 N -0.3495 0.7158 -0.3602
4 N -0.5727 -0.2701 -1.2945
5 C 0.8421 0.8969 0.1304
6 N 1.9396 0.4938 -0.5016
7 H -2.4583 -1.0315 1.0970
8 H -0.8985 -1.4881 1.7099
9 H -1.4324 -0.1470 -1.7336
10 H -0.3417 -1.2379 -1.0208
11 H 0.7489 1.5217 1.0449
12 H 2.8339 0.8806 -0.0749
13 H 2.1265 0.0810 -1.3905

* net charge: +1
* LUMO level (spin up / spin down): -0.1669 / -0.1669 Eh
* HOMO-LUMO gap (spin up / spin down): 0.34322 / 0.34324 Ha
* highest occupied orbital energy (spin up / spin down): -13.88 / -13.88 eV
* molecular weight: 91.09 g mol⁻¹
* structure (SMILES): NON(N)C=[NH2+]
* 2S+1: 1

Löwdin atomic charge list, values in e, 5 entries:
1 N 0.024
2 O -0.126
3 N -0.059
4 N 0.117
5 C -0.133

=====

*ii*
The following is a DFT calculation (ωB97M-V with the def2-TZVPD basis set) of a 2-piece molecular cluster, CH7N4O overall.

CARTESIAN COORDINATES (ANGSTROEM)
1 C 0.1936 -1.3027 0.1632
2 N 0.0830 -2.7056 0.0729
3 N 1.0187 -0.6719 -0.6459
4 N -0.2011 4.1788 -0.3166
5 N -0.4591 -0.6512 1.0716
6 O 0.3713 3.1451 -0.6917
7 H 0.8419 -3.1765 -0.3534
8 H -0.4823 -3.2152 0.8620
9 H 1.6954 -1.2053 -1.2097
10 H 1.1660 0.2987 -0.5138
11 H -0.0578 4.9490 -0.9345
12 H -0.8553 4.0502 0.5147
13 H -1.3552 -1.0314 1.3988

* net charge: +1
* LUMO level (spin up / spin down): -0.1265 / -0.2899 Eh
* HOMO-LUMO gap (spin up / spin down): 0.34778 / 0.12649 Ha
* highest occupied orbital energy (spin up / spin down): -12.91 / -11.33 eV
* molecular weight: 91.09 g mol⁻¹
* 2S+1: 1

Löwdin atomic charge list, values in e, 5 entries:
1 C -0.482
2 N 0.197
3 N 0.249
4 N -0.081
5 N 0.322

=====

Ranked by calculated energy, most stable first: *ii*, *i*.

=====

*i*
The following is a DFT calculation (ωB97M-V with the def2-TZVPD basis set) of one molecule with the formula C4H7NO2S.

CARTESIAN COORDINATES (ANGSTROEM)
1 O 0.3556 1.4048 -0.9059
2 C -0.1095 0.3075 -0.2127
3 C 1.0366 -0.1481 0.7133
4 S 2.6976 -0.7600 -0.0268
5 C -0.5820 -0.9310 -0.9256
6 N -1.8655 -1.3509 -0.6859
7 O -2.4318 -0.5246 0.3442
8 C -1.2646 0.3484 0.6847
9 H -0.2047 1.5523 -1.8370
10 H 1.3126 0.5587 1.5868
11 H 0.3377 -1.1219 0.9424
12 H 3.6408 0.4657 -0.4816
13 H -0.1041 -1.4964 -1.7308
14 H -1.2152 0.1676 1.7643
15 H -1.6034 1.5279 0.7705

* LUMO level: 0.0115 Eh
* HOMO-LUMO gap: 0.35605 Ha
* highest occupied orbital energy: -9.38 eV
* molecular weight: 133.17 g mol⁻¹
* structure (SMILES): O[C@]1(CS)C=NOC1
* 2S+1: 1

Löwdin atomic charge list, values in e, 5 entries:
1 O -0.030
2 C -0.679
3 C -0.458
4 S 0.553
5 C -0.076

=====

*ii*
The following is a DFT calculation (ωB97M-V with the def2-TZVPD basis set) of one molecule with the formula C4H7NO2S.

CARTESIAN COORDINATES (ANGSTROEM)
1 C -0.4039 1.5451 0.0100
2 C 0.2524 0.3702 -0.7248
3 O 1.6317 0.6700 -0.9066
4 C 2.3132 0.0049 -0.0473
5 S 3.9760 0.1528 0.0726
6 N 1.5954 -0.8737 0.6394
7 C 0.2382 -0.9320 -0.0007
8 O 0.1093 -2.0010 -0.7532
9 H -0.1448 1.5685 1.0380
10 H -1.4157 1.6042 -0.2339
11 H 0.1102 2.4328 -0.4636
12 H -0.1792 0.1811 -1.7212
13 H 2.0359 -1.5784 1.2574
14 H -0.5313 -1.0765 0.7427
15 H 0.9848 -2.3328 -1.1175

* LUMO level: 0.0189 Eh
* HOMO-LUMO gap: 0.32148 Ha
* highest occupied orbital energy: -8.23 eV
* molecular weight: 133.17 g mol⁻¹
* structure (SMILES): C[C@H]1OC(=S)N[C@@H]1O
* 2S+1: 1

Löwdin atomic charge list, values in e, 5 entries:
1 C 0.008
2 C -0.278
3 O -0.004
4 C -0.990
5 S 0.594

=====

*iii*
The following is a DFT calculation (ωB97M-V with the def2-TZVPD basis set) of one molecule with the formula C4H7NO2S.

CARTESIAN COORDINATES (ANGSTROEM)
1 C -2.5448 0.2113 0.1545
2 O -1.1870 -0.3480 0.4608
3 C -0.5872 -1.1280 -0.4147
4 C 0.7471 -0.7380 -0.4938
5 N 1.3461 0.3092 0.3745
6 S 0.9866 1.9456 -0.3141
7 C 2.7842 0.0309 0.4270
8 O 3.4829 -0.9993 0.0607
9 H -3.0652 -0.7530 -0.3743
10 H -3.0751 0.1991 1.3462
11 H -2.6620 1.2670 -0.4999
12 H -0.9575 -1.9630 -0.9336
13 H 1.6255 -1.1571 -1.2714
14 H -0.1551 2.2418 0.6304
15 H 3.2615 0.8816 0.8476

* LUMO level: 0.0098 Eh
* HOMO-LUMO gap: 0.32807 Ha
* highest occupied orbital energy: -8.66 eV
* molecular weight: 133.17 g mol⁻¹
* structure (SMILES): CO/C=C\N(S)C=O
* 2S+1: 1

Löwdin atomic charge list, values in e, 5 entries:
1 C -0.078
2 O -0.250
3 C -0.199
4 C -0.159
5 N -0.403

=====

Ranked by calculated energy, most stable first: *ii*, *iii*, *i*.

=====

*i*
The following is a DFT calculation (ωB97M-V with the def2-TZVPD basis set) of one molecule with the formula C3H3FS2.

CARTESIAN COORDINATES (ANGSTROEM)
1 F 0.4072 -2.0163 0.2887
2 C -0.5769 -1.4157 -0.2787
3 C -0.6559 -0.0957 -0.3651
4 C 0.3350 0.8761 -0.0852
5 S 0.2593 2.2873 -0.9244
6 S 1.3785 0.5466 1.3421
7 H -1.3027 -2.1255 -0.7240
8 H -1.6144 0.1143 -0.8279
9 H 1.7699 1.8290 1.5746

* LUMO level: -0.0295 Eh
* HOMO-LUMO gap: 0.29468 Ha
* highest occupied orbital energy: -8.82 eV
* molecular weight: 122.19 g mol⁻¹
* structure (SMILES): F/C=C\C(=S)S
* 2S+1: 1

Löwdin atomic charge list, values in e, 5 entries:
1 F 0.056
2 C -0.190
3 C -0.265
4 C -1.155
5 S 0.658

=====

*ii*
The following is a DFT calculation (ωB97M-V with the def2-TZVPD basis set) of one molecule with the formula C3H3FS2.

CARTESIAN COORDINATES (ANGSTROEM)
1 C -1.2140 0.9987 0.0089
2 C -0.4058 -0.0298 -0.0154
3 F -0.9600 -1.2680 -0.0077
4 C 1.0695 -0.0135 -0.0372
5 S 1.9412 1.3485 -0.0045
6 S 1.9100 -1.5311 -0.0115
7 H -2.2761 0.7635 -0.1063
8 H -0.7909 1.9883 0.0490
9 H 0.7261 -2.2566 0.1246

* LUMO level: -0.0361 Eh
* HOMO-LUMO gap: 0.29699 Ha
* highest occupied orbital energy: -9.06 eV
* molecular weight: 122.19 g mol⁻¹
* structure (SMILES): C=C(F)C(=S)S
* 2S+1: 1

Löwdin atomic charge list, values in e, 5 entries:
1 C 0.097
2 C -0.463
3 F -0.014
4 C -1.175
5 S 0.679

=====

Ranked by calculated energy, most stable first: *ii*, *i*.

=====

*i*
The following is a DFT calculation (ωB97M-V with the def2-TZVPD basis set) of one molecule with the formula C6H9N3.

CARTESIAN COORDINATES (ANGSTROEM)
1 C 1.7731 0.7669 -0.5945
2 C 1.7417 -0.4874 0.1519
3 N 0.4318 -1.0554 0.6840
4 C -0.5253 -0.0793 0.9422
5 C -1.0493 1.2835 0.5608
6 N -2.1372 1.1691 -0.1449
7 N -2.7658 -0.1416 -0.1851
8 C -2.0145 -1.2046 -0.3334
9 C -0.6276 -0.9276 -0.2972
10 H 1.2886 0.6915 -1.6096
11 H 1.4496 1.6372 0.0334
12 H 2.9103 0.9273 -0.5242
13 H 2.3225 -0.5118 1.0942
14 H 2.1490 -1.3358 -0.5666
15 H -1.3006 -0.4850 1.7108
16 H -0.7673 2.3433 0.7648
17 H -2.5873 -2.0592 -0.3723
18 H -0.2915 -0.5313 -1.3142

* LUMO level: 0.0259 Eh
* HOMO-LUMO gap: 0.35537 Ha
* highest occupied orbital energy: -8.97 eV
* molecular weight: 123.16 g mol⁻¹
* structure (SMILES): CCN1[C@H]2C=NN=C[C@@H]21
* 2S+1: 1

Löwdin atomic charge list, values in e, 5 entries:
1 C -0.129
2 C -0.264
3 N -0.006
4 C -0.273
5 C -0.117

=====

*ii*
The following is a DFT calculation (ωB97M-V with the def2-TZVPD basis set) of C6H9N3 as an isolated structure.

CARTESIAN COORDINATES (ANGSTROEM)
1 C 2.7531 -0.2817 0.5075
2 C 0.4898 -0.0193 1.7437
3 C -0.7795 0.2179 1.3270
4 C -1.7370 0.0239 -0.9883
5 C -2.9849 0.5364 -0.8849
6 C 0.4866 -0.0329 -0.4601
7 H 3.4982 0.1315 1.4621
8 H 3.0762 -1.5594 0.5543
9 H 3.0510 0.1067 -0.6537
10 H 1.0495 0.1919 2.6637
11 H -1.8982 0.5692 1.5671
12 H -1.4522 -1.2832 -1.8211
13 H -3.1956 1.5399 -0.0499
14 H -3.9030 -0.2950 -1.3441
15 H 0.0490 0.3691 -2.4561
16 N 1.4553 0.0160 0.5839
17 N -0.7991 0.1886 -0.0545
18 N 0.8410 -0.4199 -1.6967

* LUMO level: 0.0196 Eh
* HOMO-LUMO gap: 0.31482 Ha
* highest occupied orbital energy: -8.03 eV
* molecular weight: 123.16 g mol⁻¹
* 2S+1: 1

Löwdin atomic charge list, values in e, 5 entries:
1 C -0.192
2 C -0.008
3 C -0.052
4 C -0.327
5 C -0.064

=====

Ranked by calculated energy, most stable first: *i*, *ii*.

=====

*i*
The following is a DFT calculation (ωB97M-V with the def2-TZVPD basis set) of C6H9N3 as an isolated structure.

CARTESIAN COORDINATES (ANGSTROEM)
1 C 0.4332 0.9735 1.1826
2 C -0.5818 -1.2174 -1.4309
3 C 0.8078 0.7104 -1.2754
4 C 1.0554 -0.0052 0.2133
5 C -0.8968 0.4303 0.3383
6 C -0.7018 1.1042 -1.0255
7 H 1.5376 -0.6154 2.6913
8 H 0.3804 0.7755 3.4358
9 H -1.6717 -1.3317 -1.2468
10 H 0.0813 -2.0093 -1.8040
11 H 1.3631 1.5081 -1.8668
12 H 2.0649 -0.4674 0.0906
13 H -0.4747 -1.4948 0.8049
14 H -1.9040 0.5138 0.8369
15 H -1.3027 1.8706 -1.4299
16 N 0.3872 -0.0213 2.4771
17 N -0.3018 0.0528 -2.0116
18 N -0.2756 -0.7768 0.0201

* LUMO level: 0.0206 Eh
* HOMO-LUMO gap: 0.26105 Ha
* highest occupied orbital energy: -6.54 eV
* molecular weight: 123.16 g mol⁻¹
* 2S+1: 1

Löwdin atomic charge list, values in e, 5 entries:
1 C -0.238
2 C -0.072
3 C -0.083
4 C -0.209
5 C -0.281

=====

*ii*
The following is a DFT calculation (ωB97M-V with the def2-TZVPD basis set) of one molecule with the formula C6H9N3.

CARTESIAN COORDINATES (ANGSTROEM)
1 C 3.6793 -0.5747 0.0150
2 C 1.3952 -0.6309 0.1458
3 C -1.2649 -1.9993 0.5216
4 C 2.4618 0.0857 -0.2224
5 C 2.5857 1.3612 -1.0504
6 C -2.1029 0.2132 0.1111
7 N 4.7681 -0.9823 0.1913
8 N 0.1998 -0.0359 0.2229
9 N -0.9895 -0.6923 0.3325
10 H 1.6408 -1.6051 0.4942
11 H -0.4308 -2.6559 0.7514
12 H -2.2557 -2.3072 0.6667
13 H 2.6073 2.2406 -0.4565
14 H 1.5991 1.4052 -1.4090
15 H 3.4187 1.1764 -1.7122
16 H -2.2370 0.6745 -0.8755
17 H -3.0970 -0.1691 0.3425
18 H -1.9044 1.1038 0.8408

* LUMO level (spin up / spin down): -0.0192 / -0.0193 Eh
* HOMO-LUMO gap (spin up / spin down): 0.26172 / 0.26156 Ha
* highest occupied orbital energy (spin up / spin down): -7.64 / -7.64 eV
* molecular weight: 123.16 g mol⁻¹
* 2S+1: 1

Löwdin atomic charge list, values in e, 5 entries:
1 C -0.246
2 C -0.154
3 C 0.096
4 C -0.289
5 C -0.021

=====

Ranked by calculated energy, most stable first: *ii*, *i*.